*A*
Density functional theory data (ωB97M-V with the def2-TZVPD basis set) for a cluster of 2 separate species, C5H9N2O in total.

Structure (XYZ):
```
17
Properties=species:S:1:pos:R:3
C 0.14976 -0.06755 -3.03943
C 1.06897 -1.10751 -0.73349
C -1.20042 -0.90680 1.65546
C 0.52022 -0.62904 -1.85383
C 0.30822 0.86974 1.52664
N 0.15954 0.90907 -3.87257
N -0.09082 -0.48780 1.24629
O -0.52341 -1.17594 -2.80485
H 1.05094 -2.21979 -0.43264
H 1.98586 -0.67030 -0.31870
H -1.49766 -1.98683 1.72005
H -1.94126 -0.27073 2.02690
H 1.29503 0.86086 1.79670
H 0.34703 1.54815 0.65862
H -0.53705 1.25392 2.23332
H 0.80158 1.64777 -3.91480
H -0.53184 0.80730 -4.55804
```

Results
net charge: +1

---

*B*
Density functional theory data (ωB97M-V with the def2-TZVPD basis set) for the ion C5H9N2O with charge +1.

Structure (XYZ):
```
17
Properties=species:S:1:pos:R:3
C -0.40546 1.88694 -2.38643
C 1.08093 0.00951 -0.18375
C 0.82175 -0.15121 -1.69656
C -1.03515 0.76696 1.31704
C -0.03522 -0.35681 0.73256
N -0.24478 0.79770 -1.94841
N -1.34014 -0.13528 0.22256
O -0.58787 2.93906 -2.73531
H 2.12214 -0.51115 0.00524
H 1.26555 1.03801 -0.02207
H 1.66157 0.19235 -2.26111
H 0.55890 -1.16395 -2.02800
H -1.43160 0.54108 2.37597
H 0.10543 -1.15186 1.53608
H -0.75643 1.84936 1.15128
H -2.16093 -0.70730 0.42682
H -1.20886 0.39593 -0.72559
```

Results
net charge: +1
structure (SMILES): O=C=NCC[C@H]1C[NH2+]1

---

Ordering by calculated energy gives the sequence *B*, *A*, with the first entry being the most stable.

---

*A*
Density functional theory data (ωB97M-V with the def2-TZVPD basis set) for the ion C5H9N2O with charge +1.

Structure (XYZ):
```
17
Properties=species:S:1:pos:R:3
C 0.28687 2.89253 -0.75019
C -1.29826 -4.39212 0.57198
C -0.42516 -2.04278 0.51654
C 0.28874 -0.05651 -0.75958
C 0.87994 1.95628 0.35817
N -0.99227 -3.14761 0.41878
N -0.20660 -1.31695 -0.65463
O 0.26066 0.62585 0.30321
H -0.80981 3.01520 -0.46659
H 0.90939 3.71214 -0.71009
H -2.24149 -4.85540 0.48069
H -0.71596 -5.23459 0.78827
H -0.33909 -1.40601 1.36556
H 0.50898 2.38036 -1.65515
H 1.88406 1.72933 0.21805
H 0.72326 2.45800 1.28706
H -0.22064 -1.69240 -1.58836
```

Results
net charge: +1

---

*B*
Density functional theory data (ωB97M-V with the def2-TZVPD basis set) for the ion C5H9N2O with charge +1.

Structure (XYZ):
```
17
Properties=species:S:1:pos:R:3
C -0.85621 -0.23545 -0.05166
C -0.72207 1.12106 -0.19756
C 2.20398 -0.59240 -0.38425
C 1.21140 -1.15352 0.62290
C -2.09998 -0.94776 -0.58839
N -0.01848 -0.95968 0.66545
N 0.36977 1.77401 0.46074
O 2.14416 0.53128 -0.82867
H -1.32204 1.80030 -0.64534
H 3.07765 -1.27240 -0.44436
H 1.57736 -1.98003 1.27593
H -1.97833 -1.75951 -1.32371
H -3.02875 -0.29895 -0.72452
H -2.53784 -1.47596 0.22488
H 0.49678 1.15805 1.33422
H 0.22247 2.74279 0.69145
H 1.26014 1.54817 -0.08713
```

Results
net charge: +1
structure (SMILES): CC(=C/[NH3+])/N=C\C=O

---

*C*
Density functional theory data (ωB97M-V with the def2-TZVPD basis set) for the ion C5H9N2O with charge +1.

Structure (XYZ):
```
17
Properties=species:S:1:pos:R:3
C 2.89766 -0.13717 0.02682
C -0.48901 1.07969 0.16737
C 1.02152 1.50250 -0.16985
C -1.96965 -1.16257 0.28501
C -0.76536 -0.34397 0.64801
N 1.83930 0.33287 -0.28536
N -0.73873 -1.30407 -0.49966
O 3.86916 -0.75474 0.19561
H -0.56714 1.82783 0.91471
H -1.20642 1.50166 -0.66668
H 0.91091 1.94353 -1.21579
H 1.57063 2.10799 0.47297
H -2.14287 -1.96457 0.85515
H -2.73352 -0.73065 -0.35258
H -0.40059 -0.79443 1.47121
H -0.29526 -2.17635 -0.39447
H -0.80063 -0.92755 -1.45248
```

Results
net charge: +1
structure (SMILES): O=C=NCC[C@H]1C[NH2+]1

---

*D*
Density functional theory data (ωB97M-V with the def2-TZVPD basis set) for a cluster of 2 separate species, C5H9N2O in total.

Structure (XYZ):
```
17
Properties=species:S:1:pos:R:3
C 2.47777 0.79529 0.42449
C 1.24175 1.19051 -0.14611
C 2.28677 -0.40989 1.04201
C 0.34764 0.12305 0.09846
C -1.00524 -0.15846 -0.40970
N -1.92923 0.90468 -0.39376
N -1.52308 -1.39426 0.13201
O 1.00565 -0.85529 0.73189
H 3.38622 1.36692 0.28656
H 1.06057 2.02027 -0.82858
H 2.77317 -0.96179 1.80523
H -0.72030 -0.43629 -2.10790
H -2.85521 0.78190 -0.94150
H -1.56299 1.84659 -0.62121
H -0.97797 -2.17317 -0.02996
H -2.54969 -1.41812 -0.18944
H -1.45583 -1.22195 1.14750
```

Results
net charge: +1

---

Ordering by calculated energy gives the sequence *C*, *B*, *D*, *A*, with the first entry being the most stable.

---

*A*
Density functional theory data (ωB97M-V with the def2-TZVPD basis set) for a cluster of 4 separate species, C6H19NO4 in total.

Structure (XYZ):
```
30
Properties=species:S:1:pos:R:3
C 0.71495 -0.33410 -0.01427
N 0.34677 0.86855 0.72308
C -0.98431 1.38341 0.43388
C -2.04671 0.75902 1.35298
C -2.93474 -0.37452 0.96002
O -3.91297 -0.78778 1.58136
C -0.04533 -1.57412 0.39103
C 0.06413 -1.99891 1.91590
H 1.79233 -0.38214 0.17101
H 0.56842 -0.15452 -1.07907
H 0.46356 0.71827 1.68529
H -0.96398 2.45776 0.61096
H -1.27797 1.20695 -0.71444
H -1.66611 0.74521 2.42949
H -2.80027 1.61428 1.63130
H -2.72003 -0.71395 -0.06229
H -1.09209 -1.55982 0.02038
H 0.65812 -2.26363 -0.12417
H 0.94343 -1.79877 2.48227
H -0.77446 -1.45782 2.46337
H -0.07521 -3.05395 2.04457
H 1.28536 1.52764 -3.19528
H 0.04914 0.68163 -3.41625
O 0.89780 0.82839 -2.92183
H 2.36380 -1.38661 -1.54176
H 3.13807 -1.06251 -2.89812
O 3.15121 -1.65674 -2.11667
H 0.87225 2.49999 -0.68672
H 2.35365 2.30500 -0.89035
O 1.63122 2.96379 -1.23566
```

Results
net charge: 0
structure (SMILES): CCCNCCC=O.O.O.O

---

*B*
Density functional theory data (ωB97M-V with the def2-TZVPD basis set) for a cluster of 4 separate species, C6H19NO4 in total.

Structure (XYZ):
```
30
Properties=species:S:1:pos:R:3
O 2.06338 -2.46183 0.56189
C 0.97605 -2.25053 0.05778
N 0.21403 -1.16502 0.37098
C 0.76075 -0.07455 1.15718
C 1.22855 1.12475 0.30478
C 2.62979 1.57459 0.71221
C 0.23840 2.28674 0.41015
C 0.38699 -3.13732 -1.01025
H -0.57644 -0.93581 -0.21239
H -0.00407 0.25300 1.86831
H 1.58403 -0.47558 1.73756
H 1.23855 0.80449 -0.73620
H 2.62987 1.89580 1.75903
H 2.96272 2.40893 0.08752
H 3.35061 0.76424 0.58360
H 0.54942 3.12712 -0.21108
H 0.18003 2.64491 1.44267
H -0.75818 1.98885 0.07686
H 0.88639 -4.10433 -0.98247
H 0.54934 -2.68849 -1.98923
H -0.68407 -3.29223 -0.88315
H -0.69983 1.24929 -3.03105
H -1.23473 0.03533 -2.26611
O -0.58665 0.29979 -2.94029
H -3.14373 1.36465 1.76974
H -2.88859 -0.07925 2.18742
O -3.33887 0.45382 1.52118
H -2.81137 -0.10153 -0.10052
H -3.20636 -1.02840 -1.29510
O -2.49598 -0.48142 -0.95099
```

Results
net charge: 0
structure (SMILES): CC(=O)NCC(C)C.O.O.O

---

Ordering by calculated energy gives the sequence *B*, *A*, with the first entry being the most stable.

---

*A*
Density functional theory data (ωB97M-V with the def2-TZVPD basis set) for a cluster of 3 separate species, C2H10O2S2 in total.

Structure (XYZ):
```
16
Properties=species:S:1:pos:R:3
C -0.21813 -0.17243 -1.57222
S -0.88000 -0.84636 0.03812
S 0.61857 -0.17129 1.21371
C 1.69230 -1.66603 1.22718
H 0.82798 -0.53054 -1.75152
H -0.30223 0.87871 -1.77007
H -0.86683 -0.71181 -2.28571
H 1.87956 -2.17609 2.13355
H 2.61327 -1.49073 0.71159
H 1.08404 -2.49807 0.68791
H 1.30880 1.92831 -0.16750
H 0.56692 3.08660 -0.31037
O 1.21669 2.58010 -0.80528
H -2.45197 0.68586 1.02978
H -3.71639 0.11942 0.63828
O -3.37258 0.98436 0.98255
```

Results
net charge: 0
structure (SMILES): CSSC.O.O

---

*B*
Density functional theory data (ωB97M-V with the def2-TZVPD basis set) for a cluster of 3 separate species, C2H10O2S2 in total.

Structure (XYZ):
```
16
Properties=species:S:1:pos:R:3
C 0.24873 -0.19956 -2.77997
C -0.45132 -0.75135 -1.53702
S 0.68559 -0.99878 -0.07395
S -0.40896 -1.06222 1.69574
H 1.21378 -0.66730 -2.89756
H 0.33486 0.87395 -2.73924
H -0.30356 -0.49470 -3.68914
H -0.88198 -1.77025 -1.73276
H -1.33137 -0.16353 -1.28409
H -0.96896 0.18281 1.61873
H -1.89392 2.39634 -0.39523
H -0.55539 2.13084 0.26462
O -1.53590 1.93983 0.38179
H 1.39010 1.37230 0.02917
H 1.02704 2.80564 0.30001
O 1.37910 2.02818 0.75384
```

Results
net charge: 0
structure (SMILES): CCSS.O.O

---

*C*
Density functional theory data (ωB97M-V with the def2-TZVPD basis set) for a cluster of 3 separate species, C2H10O2S2 in total.

Structure (XYZ):
```
16
Properties=species:S:1:pos:R:3
C -1.39445 1.15850 -0.78051
S -0.41690 0.86131 0.71214
S 0.02980 -1.13077 0.59807
C -1.38137 -1.91610 1.42409
H -2.21233 0.45037 -0.81872
H -0.80539 1.11872 -1.69305
H -1.81163 2.15779 -0.64757
H -1.08372 -2.51980 2.28654
H -1.94627 -2.52607 0.72042
H -2.01136 -1.13050 1.81271
H 0.22990 -1.32761 -1.96418
H 1.23998 -0.75130 -2.93822
O 0.31550 -1.01407 -2.88178
H 2.10172 1.47929 0.31357
H 2.35064 2.89348 0.76622
O 2.74669 2.19538 0.23004
```

Results
net charge: 0
structure (SMILES): CSSC.O.O

---

Ordering by calculated energy gives the sequence *C*, *B*, *A*, with the first entry being the most stable.

---

*A*
Density functional theory data (ωB97M-V with the def2-TZVPD basis set) for the molecule C3H5ClS2.

Structure (XYZ):
```
11
Properties=species:S:1:pos:R:3
C 1.89123 -0.98304 -0.37016
C -0.42163 0.58788 0.04035
C -1.77251 0.62663 0.58924
H 2.34079 -0.15862 0.13331
H 2.45520 -1.90091 -0.54600
H 1.72977 -0.77950 -1.47222
H -2.17266 1.76990 0.72786
H -1.90213 0.10026 1.60509
S 0.21719 -1.00497 0.14383
S 0.39487 2.04616 -0.31314
Cl -2.76013 -0.30380 -0.53816
```

Results
net charge: 0
structure (SMILES): CSC(=S)CCl

---

*B*
Density functional theory data (ωB97M-V with the def2-TZVPD basis set) for a structure of composition C3H5ClS2.

Structure (XYZ):
```
11
Properties=species:S:1:pos:R:3
C 0.23475 0.38549 0.06967
C -0.74771 -0.67596 0.01205
C -1.11282 0.65049 -0.45809
S -2.23435 1.54887 0.49632
S -3.91588 -0.49843 1.00372
Cl -4.78439 -0.41233 -0.86470
H 0.57110 0.78488 1.01895
H 0.83966 0.42363 -0.75883
H -0.41287 -1.34474 -0.79637
H -1.11113 -1.24096 0.97113
H -1.23214 0.78166 -1.57578
```

Results
net charge: 0

---

Ordering by calculated energy gives the sequence *A*, *B*, with the first entry being the most stable.